(1)
ORCA calculation (ωB97M-V with the def2-TZVPD basis set) on a structure of composition C31H24CrNO5Si.

Summary:
Orbital gap (spin up / spin down)   7.02 / 7.07 eV
ΔE to the lowest compared entry with this formula, charge and spin   0.0 kJ/mol
Multiplicity   4
Calculated total energy   -2960.8020 a.u.

Geometry as XYZ:
```
63
Properties=species:S:1:pos:R:3:forces:R:3:nbo_charge:R:1
Cr -0.823971 1.443508 0.296462 -0.5 0.0 0.2 1.411
Si 0.269282 -1.007983 -1.481040 0.1 0.0 0.1 1.909
O -4.016983 0.034419 2.320216 0.1 0.0 0.1 -0.591
O -0.168392 0.525538 -1.129903 0.0 0.1 -0.1 -1.183
O -0.161793 3.602610 -0.142904 0.0 0.0 -0.1 -0.585
O -0.444686 5.726410 0.492838 0.0 0.0 0.0 -0.635
O -2.198371 0.235797 1.008487 0.1 0.0 0.0 -0.729
N -2.056586 2.746631 1.382732 0.2 -0.1 -0.2 -0.428
C -3.121815 0.667778 1.809550 -0.1 0.0 -0.3 0.762
C -0.965924 -2.635519 -3.498870 0.0 0.0 0.0 -0.201
C 2.834868 1.675449 2.440417 0.0 0.0 0.0 -0.231
C 2.217689 0.282677 -3.112876 0.0 0.0 0.0 -0.181
C -3.748358 4.304258 2.836432 0.0 -0.1 0.0 -0.152
C 2.621975 0.905635 3.575216 0.0 0.0 0.0 -0.225
C -3.495720 -2.500323 -2.375165 0.0 0.0 0.0 -0.208
C 3.624367 -2.026668 -3.723496 0.0 0.0 0.0 -0.241
C -3.294630 -3.235036 -3.536098 0.0 0.0 0.0 -0.212
C -3.055244 2.175764 2.028712 0.1 -0.1 0.1 0.127
C -3.940067 2.932351 2.784146 0.0 0.1 0.0 -0.168
C -0.177052 -2.598315 0.866771 0.0 0.0 0.0 -0.125
C -2.028644 -3.299164 -4.099276 0.0 0.0 0.0 -0.223
C -1.144980 -1.898655 -2.326565 0.0 0.0 0.0 -0.433
C -2.703330 4.893911 2.126959 0.1 0.1 0.0 -0.179
C 0.759096 -1.911365 0.090693 -0.1 0.0 0.0 -0.533
C 3.344116 0.350361 -3.923367 0.0 0.0 0.0 -0.222
C 2.434115 -2.403489 1.775993 0.0 0.0 0.0 -0.219
C -0.746646 4.441138 0.518818 0.2 0.0 -0.1 0.799
C 2.069168 -1.823138 0.570090 0.0 0.0 0.0 -0.182
C 2.499971 -2.086800 -2.912497 0.0 0.0 0.0 -0.133
C 1.489675 -3.086759 2.530216 0.0 0.0 0.0 -0.207
C 1.810028 1.851338 1.517839 0.0 0.0 0.0 -0.202
C 0.365298 0.477391 2.851568 0.0 0.1 0.0 -0.243
C -1.876585 4.063008 1.401454 -0.1 0.0 0.1 0.069
C 0.182389 -3.181251 2.074864 0.0 0.0 0.0 -0.240
C 1.387592 0.304701 3.776255 0.0 0.0 0.0 -0.195
C -2.431605 -1.837812 -1.779772 0.0 0.0 0.0 -0.219
C 1.773594 -0.934860 -2.597103 0.0 -0.1 0.0 -0.517
C 4.047636 -0.805286 -4.231196 0.0 0.0 0.0 -0.209
C 0.558355 1.263413 1.714612 0.1 0.0 0.1 -0.288
H -4.123691 -3.752988 -4.002102 0.0 0.0 0.0 0.208
H -2.608660 -1.262788 -0.876416 0.0 0.0 0.0 0.223
H -1.866854 -3.863398 -5.009448 0.0 0.0 0.0 0.209
H 3.420132 0.762877 4.293095 0.0 0.0 0.0 0.209
H 1.672042 1.187300 -2.869883 0.0 0.0 0.0 0.217
H 0.014286 -2.686188 -3.959090 0.0 0.0 0.0 0.212
H -2.544668 5.962699 2.136420 0.0 0.0 0.0 0.245
H 3.454289 -2.317397 2.129586 0.0 0.0 0.0 0.210
H 1.772190 -3.541887 3.471671 0.0 0.0 0.0 0.208
H -0.579312 -0.029978 3.009456 0.0 0.0 0.0 0.219
H -4.416840 4.924413 3.418269 0.0 0.0 0.0 0.234
H 2.005462 2.437869 0.625995 0.0 0.0 0.0 0.199
H -0.560331 -3.710843 2.658949 0.0 0.0 0.0 0.211
H -4.747220 2.435212 3.303152 0.0 0.0 0.0 0.259
H 3.673780 1.305330 -4.314082 0.0 0.0 0.0 0.207
H 1.222584 -0.318021 4.647226 0.0 0.0 0.0 0.210
H 2.817270 -1.291131 -0.008105 0.0 0.0 0.0 0.215
H 2.190177 -3.045676 -2.508455 0.0 0.0 0.0 0.205
H 0.300873 5.851300 -0.115991 0.0 0.0 0.0 0.515
H -1.203738 -2.683315 0.531090 0.0 0.0 0.0 0.211
H 3.801869 2.132475 2.266903 0.0 0.0 0.0 0.208
H -4.482052 -2.442328 -1.931504 0.0 0.0 0.0 0.209
H 4.174505 -2.930205 -3.955546 0.0 0.0 0.0 0.210
H 4.926089 -0.754969 -4.862376 0.0 0.0 0.0 0.209
```
Positions in Å, forces in eV/Å.



(2)
ORCA calculation (ωB97M-V with the def2-TZVPD basis set) on a cluster of 3 separate species, C31H24FINO7PS in total in a non-equilibrium geometry.

Summary:
Orbital gap   8.69 eV
SMILES string   O=C1c2ccccc2C(=O)c2ccccc21.O=C1c2ccccc2C(=O)c2ccccc21.O=[PH2]N(CCCI)S(=O)(=O)F
Calculated total energy   -2914.2642 a.u.

Geometry as XYZ:
```
67
Properties=species:S:1:pos:R:3:forces:R:3:nbo_charge:R:1
I -2.655353 -3.663834 5.616976 -0.3 0.6 -0.2 0.063
S 0.183225 0.130060 4.482832 -0.9 4.7 -3.1 2.409
P 1.247187 -2.543045 4.662110 1.6 -0.6 -2.6 1.599
F 0.714755 0.537512 5.987008 -0.6 -1.6 -2.0 -0.462
O -2.581024 2.348703 0.710963 0.1 0.1 -0.2 -0.533
O 2.900972 -4.130193 -3.748124 -0.1 0.1 0.1 -0.530
O 1.229350 0.462713 3.502612 -1.2 -1.6 2.8 -0.848
O 2.194429 -2.330056 3.501124 -1.3 -0.2 2.1 -1.055
O 0.433759 4.630956 -3.057648 -0.1 -0.1 0.1 -0.528
O 0.592831 -0.608851 -0.464766 0.0 -0.1 -0.1 -0.549
O -1.009080 0.981401 4.245078 2.0 -2.9 1.6 -0.877
N -0.209142 -1.518303 4.574647 1.6 0.0 1.1 -0.952
C -1.901109 2.897390 -0.137127 -0.3 -0.4 0.6 0.518
C 0.302943 3.838063 -0.850010 0.1 -0.1 0.2 -0.147
C 2.159495 3.905985 0.681246 -0.1 0.0 -0.1 -0.193
C -0.259617 4.136320 -2.188398 0.5 0.3 -0.4 0.548
C 1.193167 -2.547306 -3.439878 -0.2 0.2 -0.1 -0.116
C 4.115957 -3.711003 -1.265348 0.1 0.0 0.1 -0.189
C 0.574097 -1.646740 -2.571949 -0.1 0.0 -0.2 -0.172
C -2.470229 3.213913 -1.470038 -0.1 0.0 -0.2 -0.054
C -1.687337 3.828166 -2.447881 -0.3 0.0 -0.1 -0.152
C -4.354054 3.227059 -2.970133 0.1 0.0 0.1 -0.199
C 2.946439 -1.826277 0.419289 0.1 0.0 0.1 -0.148
C 2.394140 -3.305415 -3.010088 0.4 -0.5 -0.4 0.530
C -1.084272 -1.169891 -4.251147 0.1 0.0 0.1 -0.212
C -0.572647 -0.967122 -2.977348 -0.1 0.0 -0.2 -0.104
C 4.678976 -3.439288 -0.025262 -0.2 0.1 -0.1 -0.192
C 0.036658 3.033374 1.410199 0.1 0.0 0.1 -0.167
C -3.802310 2.905725 -1.738002 -0.1 0.0 -0.2 -0.177
C 1.358601 3.357326 1.679184 -0.1 0.0 -0.1 -0.185
C -2.431023 -1.550316 3.272203 -0.4 -1.0 0.3 -0.443
C -0.929519 -1.983887 3.345338 -0.9 1.5 -2.2 -0.281
C 1.634057 4.147068 -0.580631 0.1 0.0 0.1 -0.156
C -3.269199 -1.861950 4.576197 -0.6 1.0 -1.2 -0.521
C 0.679584 -2.742416 -4.719728 -0.2 0.1 -0.1 -0.165
C -2.247128 4.153748 -3.681417 -0.2 0.0 -0.1 -0.153
C 1.136525 -1.391256 -1.223448 -0.2 0.5 0.5 0.608
C 4.098500 -2.491754 0.813877 0.0 0.0 -0.1 -0.182
C 2.967799 -3.034822 -1.670506 0.1 0.0 0.2 -0.059
C 2.375104 -2.099246 -0.820644 0.2 -0.1 0.1 -0.171
C -0.453028 -2.050533 -5.125666 0.1 0.0 0.1 -0.191
C -0.493561 3.266317 0.144133 0.2 0.1 0.0 -0.063
C -3.578447 3.857703 -3.939385 0.1 0.0 0.1 -0.197
H -0.865483 -3.085925 3.189353 0.2 0.8 0.8 0.249
H 3.194273 4.150302 0.890065 0.0 0.0 0.0 0.217
H -0.580816 2.601478 2.188333 0.0 0.0 -0.1 0.247
H -0.412640 -1.521750 2.458675 -0.4 -0.6 0.6 0.250
H 1.164736 -3.430314 -5.401011 0.1 0.0 0.2 0.240
H -1.973624 -0.637017 -4.566323 0.0 0.0 0.0 0.218
H -1.063377 -0.277053 -2.301677 0.1 0.0 0.1 0.227
H 2.497304 -1.092802 1.077830 -0.1 -0.1 -0.1 0.252
H -3.314191 -0.956182 5.223636 0.4 -1.1 0.0 0.237
H 4.573370 -4.445159 -1.916917 -0.1 0.1 -0.1 0.237
H -4.409934 2.419594 -0.984865 0.2 0.0 0.1 0.236
H -2.576591 -0.484124 2.972115 0.3 -0.8 0.5 0.262
H -4.012991 4.116555 -4.897634 0.0 0.0 0.0 0.218
H -4.320680 -2.043377 4.237478 0.9 0.0 0.5 0.233
H 1.766462 3.179932 2.666758 0.0 0.0 -0.1 0.225
H -2.893482 -2.165375 2.454456 0.6 0.5 0.6 0.223
H -5.391358 2.990087 -3.175139 0.0 0.0 0.0 0.217
H 2.259062 4.578371 -1.352637 -0.2 0.0 -0.1 0.236
H 5.574433 -3.963693 0.286772 0.0 0.0 0.0 0.216
H 0.720241 -3.872324 4.538126 -0.3 0.9 0.6 -0.044
H -0.846480 -2.198535 -6.124258 0.0 0.0 0.0 0.218
H 1.854800 -2.475917 5.948856 -0.7 0.4 -0.3 -0.036
H 4.543270 -2.274159 1.777020 -0.1 0.0 0.0 0.228
H -1.646772 4.641397 -4.439458 0.1 0.0 0.1 0.239
```
Positions in Å, forces in eV/Å.



(3)
ORCA calculation (ωB97M-V with the def2-TZVPD basis set) on a structure of composition C31H24InO5P2.

Summary:
Orbital gap   7.16 eV
Net charge   +1
Calculated total energy   -2444.5280 a.u.

Geometry as XYZ:
```
63
Properties=species:S:1:pos:R:3:forces:R:3:lowdin_charge:R:1
In 0.926449 -0.664944 -0.691041 0.2 0.5 0.2 0.837
P -0.456243 1.483757 -1.063832 -0.7 -0.3 0.1 1.027
P 0.682605 -0.110646 1.758054 -0.1 0.1 0.2 0.999
O 3.581433 -4.796964 -4.257650 0.0 0.0 0.0 0.193
O 4.865877 -2.368501 -3.103919 0.0 0.0 0.0 0.160
O 0.756553 -4.806560 -3.320686 0.0 0.0 0.0 0.157
O 0.396379 -2.383745 -1.576679 -0.2 -0.4 -0.3 -0.128
O 2.781148 -0.988973 -1.421738 0.4 -0.1 -0.2 -0.142
C -1.520555 -0.113075 3.462006 0.0 0.0 0.0 -0.086
C 2.099992 -0.346915 2.822727 0.1 -0.1 -0.1 -0.354
C -1.787114 3.575703 -2.242960 0.0 0.0 0.0 -0.078
C 0.432285 1.687206 1.573883 -0.1 0.1 0.0 -0.362
C -3.578901 -1.200610 -1.183114 0.0 0.0 0.0 -0.051
C -2.822186 -0.803661 -3.429408 0.0 0.0 0.0 -0.041
C 4.327644 -0.607465 4.437245 0.0 0.0 0.0 -0.048
C 3.369394 -0.093176 2.298733 0.0 0.0 0.0 -0.082
C -2.317558 -2.665162 2.672563 0.0 0.0 0.0 -0.048
C -0.781818 1.997967 0.680310 0.2 0.0 0.0 -0.330
C 1.945374 -0.762118 4.142814 0.1 0.0 0.0 -0.064
C -0.787957 -0.813302 2.502628 0.0 -0.1 0.0 -0.393
C -3.052317 -1.959956 3.615776 0.0 0.0 0.0 -0.046
C 3.067623 -3.990339 -3.547623 0.0 0.0 0.1 -0.217
C 1.496348 -2.798985 -2.212440 -0.2 -0.1 0.1 -0.273
C 3.736953 -2.738990 -2.937146 0.0 0.0 -0.1 -0.262
C -2.668446 -0.265358 -0.706255 0.0 0.0 0.0 -0.087
C -0.731060 5.282880 -3.566410 0.0 0.0 0.0 -0.050
C 4.481544 -0.217176 3.112536 0.0 0.0 0.0 -0.050
C -1.912251 0.127259 -2.963507 0.0 0.0 0.1 -0.086
C 2.673468 -2.110671 -2.136696 0.1 0.2 0.1 -0.276
C -1.830840 0.406167 -1.594768 -0.1 0.1 0.0 -0.400
C -0.543930 2.959643 -2.084428 0.2 -0.1 0.0 -0.377
C 3.068102 -0.886079 4.948084 0.0 0.0 0.0 -0.053
C 0.597480 3.494272 -2.671842 0.0 0.0 0.0 -0.077
C 0.498593 4.661866 -3.416818 0.0 0.0 0.0 -0.057
C -2.655220 -0.688081 4.011541 0.0 0.0 0.0 -0.052
C -1.872762 4.741077 -2.983515 0.0 0.0 0.0 -0.053
C -3.654189 -1.471705 -2.538199 0.0 0.0 0.0 -0.043
C 1.603993 -3.998608 -3.055709 0.0 0.0 0.0 -0.264
C -1.187674 -2.091727 2.110536 0.0 0.0 0.0 -0.082
H -1.678763 1.496643 1.038516 0.0 0.0 0.1 0.066
H -2.623782 -3.658047 2.371836 0.0 0.0 0.0 0.120
H -4.229192 -1.716060 -0.488544 0.0 0.0 0.0 0.115
H 1.555505 3.001589 -2.558286 0.0 0.0 0.0 0.111
H -2.630537 -0.075062 0.357538 0.0 0.0 0.1 0.086
H 5.467334 -0.027202 2.710727 0.0 0.0 0.0 0.119
H -3.939494 -2.403253 4.048279 0.0 0.0 0.0 0.117
H -2.877817 -1.017319 -4.488140 0.0 0.0 0.0 0.120
H -1.262592 0.640578 -3.663649 0.0 0.0 0.0 0.119
H -3.227439 -0.146492 4.752678 0.0 0.0 0.0 0.116
H 3.496165 0.179037 1.255339 0.0 0.0 0.0 0.105
H 5.198282 -0.705700 5.071729 0.0 0.0 0.0 0.117
H -0.988845 3.067962 0.684468 0.0 0.0 -0.1 0.103
H 1.349256 2.059680 1.106013 0.0 0.1 0.1 0.092
H -2.679217 3.140949 -1.807406 0.0 0.0 0.0 0.118
H -0.805987 6.193919 -4.144987 0.0 0.0 0.0 0.116
H -1.209886 0.873455 3.785177 0.0 0.0 0.0 0.115
H 2.957764 -1.209829 5.974100 0.0 0.0 0.0 0.116
H 1.380716 5.080082 -3.882031 0.0 0.0 0.0 0.116
H 0.368258 2.165412 2.552174 -0.1 0.0 0.0 0.102
H -4.358211 -2.206508 -2.904513 0.0 0.0 0.0 0.118
H 0.965384 -0.993331 4.539396 0.0 0.0 0.0 0.107
H -0.623661 -2.639081 1.362055 0.0 0.0 0.0 0.109
H -2.831466 5.224288 -3.115499 0.0 0.0 0.0 0.116
```
Positions in Å, forces in eV/Å.



(4)
ORCA calculation (ωB97M-V with the def2-TZVPD basis set) on a structure of composition C31H24N8O2S5Ta in a non-equilibrium geometry.

Summary:
Orbital gap   6.91 eV
ΔE to the lowest compared entry with this formula, charge and spin   50.5 kJ/mol
Net charge   +1
Calculated total energy   -3832.1104 a.u.

Geometry as XYZ:
```
71
Properties=species:S:1:pos:R:3:forces:R:3:lowdin_charge:R:1
Ta -0.175832 -1.717939 0.148960 -1.3 -0.8 -0.7 1.258
S 1.219485 -0.496646 -1.582060 -0.1 0.1 0.2 0.652
S -1.353616 1.140524 -1.122790 0.2 -0.2 0.4 1.053
S 2.175627 -1.437010 1.651606 0.0 -0.2 0.0 0.680
S -2.148549 -3.235228 0.305908 0.2 0.0 -0.1 0.624
S 0.030794 -3.073420 -1.915069 0.0 0.0 0.3 0.584
O 1.582324 -2.563837 0.797274 0.4 0.1 0.6 -0.490
O 2.396776 -1.744676 3.022662 0.0 0.0 0.0 -0.228
N 1.665604 1.053882 3.036529 0.0 0.4 0.2 0.136
N 3.764994 -0.403624 -4.288604 0.0 0.0 0.0 0.177
N -0.621297 0.976526 2.396891 -0.4 0.2 0.0 0.129
N 0.927161 -0.425510 1.387864 0.5 0.9 1.0 -0.292
N -0.934590 -2.291711 2.345671 0.0 0.1 -0.2 -0.081
N 1.715241 -4.357046 -4.946770 0.0 0.0 0.0 0.181
N 6.815797 0.232843 -1.463040 0.0 0.0 0.1 0.146
N -1.594844 -0.320537 -0.393739 0.0 0.6 0.1 -0.495
C 0.642537 0.610129 2.319132 0.5 -1.0 -0.7 -0.465
C 5.772997 -0.174967 -0.699014 0.1 0.1 -0.1 -0.292
C 3.600319 -0.987076 0.827447 0.3 0.0 -0.4 -0.343
C 1.954705 -2.138258 -3.638532 0.3 0.0 -0.3 -0.346
C 1.168685 -1.920238 -2.559054 -0.1 -0.1 0.0 -1.045
C -3.892518 1.920680 -0.387627 0.0 0.0 0.0 -0.062
C -1.360255 -2.629085 4.654572 0.0 0.0 0.0 -0.030
C -2.221021 2.142437 -3.474902 0.0 -0.1 -0.1 -0.070
C -2.887289 0.792817 -5.350369 0.0 0.1 0.0 -0.051
C -2.425462 -3.464239 4.335569 0.0 0.0 0.1 -0.030
C 4.003549 -1.752721 -0.273773 0.1 0.1 0.0 -0.079
C -1.963171 -3.093731 2.046329 0.0 0.0 -0.2 -0.707
C -0.894755 1.899276 3.319135 0.0 0.1 -0.1 -0.109
C -2.036184 3.370408 0.208666 -0.1 0.1 0.1 -0.088
C 4.295899 0.172493 1.186369 0.0 -0.1 -0.1 -0.045
C 2.946979 -1.166130 -4.020078 -0.2 -0.3 0.0 -0.225
C -2.670496 -0.361877 -4.615980 0.0 0.0 0.0 -0.044
C -2.024540 0.969182 -2.753456 0.0 0.0 -0.1 -0.406
C -2.226720 -0.284897 -3.299516 0.0 0.0 -0.1 -0.071
C 5.084262 -1.356862 -1.018950 0.0 0.0 0.0 -0.013
C 5.370070 0.567811 0.427248 0.0 0.0 0.0 -0.009
C -0.633563 -2.060399 3.631814 0.0 0.0 -0.2 -0.100
C -4.768455 2.799196 0.222106 0.0 0.1 0.0 -0.047
C -2.661711 2.044006 -4.782534 0.0 0.0 0.0 -0.052
C -2.532540 2.215648 -0.374772 -0.1 0.1 0.1 -0.425
C 1.839001 -3.362598 -4.383655 0.1 0.2 0.1 -0.223
C 1.364204 1.963847 3.961648 0.1 0.0 -0.1 -0.084
C -4.285240 3.965458 0.812657 0.0 0.0 0.0 -0.050
C -2.929955 4.255851 0.801063 0.0 0.0 0.0 -0.059
C 0.074559 2.431325 4.148447 0.0 0.0 0.0 -0.032
C -2.740605 -3.708006 3.011172 0.0 0.0 0.1 -0.061
H -3.006400 -3.929145 5.121915 0.0 0.0 0.0 0.122
H -4.267878 1.035594 -0.889219 0.0 0.0 0.0 0.125
H -2.837434 -1.332099 -5.064501 0.0 0.0 0.0 0.119
H 7.020356 -0.229349 -2.330268 0.0 0.0 0.0 0.110
H 3.984391 0.760873 2.038284 0.0 0.0 0.0 0.103
H -2.827756 2.943568 -5.359971 0.0 0.0 0.0 0.116
H 5.911653 1.468098 0.690417 0.0 0.0 0.0 0.118
H -0.159682 3.172718 4.897669 0.0 0.0 0.0 0.109
H -1.928409 2.219751 3.385729 0.0 0.0 0.0 0.116
H 3.465203 -2.647715 -0.549254 0.0 0.0 0.0 0.117
H 5.391423 -1.938857 -1.878855 0.0 0.0 0.0 0.122
H -1.089078 -2.427533 5.680648 0.0 0.0 0.0 0.116
H -5.829295 2.588553 0.222505 0.0 0.0 0.0 0.117
H -3.228322 0.723453 -6.374766 0.0 0.0 0.0 0.115
H 2.187485 2.330378 4.563803 0.0 0.0 0.0 0.122
H -2.548246 -0.398924 -0.051638 0.0 -0.1 -0.1 0.026
H -2.564713 5.169756 1.250646 0.0 0.0 0.0 0.116
H -2.035468 -1.181925 -2.724451 0.0 0.0 0.0 0.071
H 7.266977 1.112591 -1.293657 0.0 0.0 0.0 0.108
H -2.043142 3.113794 -3.028374 0.0 0.0 0.0 0.119
H -3.554988 -4.358089 2.724180 0.0 0.0 0.0 0.117
H -0.973229 3.578299 0.199361 0.0 0.0 0.0 0.117
H -4.978679 4.655980 1.274610 0.0 0.0 0.0 0.116
H 0.216853 -1.425830 3.832739 0.0 0.0 0.0 0.096
```
Positions in Å, forces in eV/Å.



Which value of calculated total energy does entry 1 give? -2960.8020 a.u.



calculated total energy of number 4 (C31H24N8O2S5Ta)? -3832.1104 a.u.